Version i
Formula: C27H48BrMnN8O6P2S
Source: OMol25
Level of theory: ωB97M-V with the def2-TZVPD basis set

```
94
C27H48BrMnN8O6P2S, DFT ωB97M-V with the def2-TZVPD basis set
Mn 0.1779 0.5686 0.2480
C -2.0690 -2.2943 -1.2973
N -3.2180 -1.3989 -1.2673
C -4.3196 -1.8958 -2.0809
P -2.7760 0.2047 -1.3971
O -1.8897 0.5575 -0.2385
O -2.0125 0.2995 -2.8316
P -0.5135 1.0296 -3.0082
O 0.2788 0.5910 -1.8373
N -0.8316 2.6381 -3.0374
C -0.3864 3.5220 -1.9733
C -1.7155 3.2612 -4.0057
N 0.1591 0.4584 -4.3868
C -0.2066 0.8551 -5.7354
C 0.9034 -0.7907 -4.3063
N -3.9886 1.3004 -1.5456
C -4.5259 1.9646 -0.3736
C -4.8541 1.3473 -2.7127
H -2.3777 -3.2714 -0.9303
H -1.2813 -1.8961 -0.6553
H -1.6762 -2.4164 -2.3098
H -4.5782 -2.8930 -1.7262
H -4.0651 -1.9543 -3.1440
H -5.1878 -1.2583 -1.9441
H 0.2731 4.2977 -2.3706
H 0.1429 2.9524 -1.2019
H -1.2455 4.0081 -1.5023
H -2.2691 2.5041 -4.5559
H -1.1468 3.8793 -4.7038
H -2.4248 3.9090 -3.4874
H -0.4532 1.9116 -5.7599
H -1.0498 0.2746 -6.1229
H 0.6549 0.6906 -6.3849
H 1.1501 -0.9897 -3.2658
H 1.8321 -0.6883 -4.8707
H 0.3382 -1.6325 -4.7134
H -3.8269 1.8394 0.4492
H -5.5002 1.5599 -0.0869
H -4.6378 3.0306 -0.5819
H -4.4160 0.7649 -3.5194
H -4.9600 2.3838 -3.0416
H -5.8525 0.9599 -2.4884
Br 5.6997 1.4196 -5.4066
C 4.9398 1.4027 -3.6618
C 3.6483 1.8816 -3.4819
C 3.0926 1.8556 -2.2196
C 3.8163 1.3525 -1.1415
C 5.1224 0.9053 -1.3274
C 5.6889 0.9356 -2.5881
C 3.1965 1.2620 0.2221
O 3.8199 1.3700 1.2506
O 1.9131 0.9975 0.1753
H 3.0993 2.2752 -4.3225
H 2.1000 2.2415 -2.0612
H 5.6919 0.5571 -0.4773
H 6.7030 0.6015 -2.7438
N -2.1899 0.7680 2.8540
C -0.9450 1.0045 3.2961
S 0.0768 1.9705 2.3123
N -0.5974 0.5271 4.4832
C 0.6605 0.4688 5.1316
C 1.6399 1.4427 4.9992
C 2.8192 1.3194 5.7142
C 3.0356 0.2272 6.5375
C 2.0543 -0.7436 6.6691
C 0.8640 -0.6223 5.9766
H -2.4328 1.0875 1.9285
H -2.8978 0.3317 3.4205
H -1.3154 0.0188 4.9920
H 1.4732 2.3016 4.3711
H 3.5669 2.0904 5.6279
H 3.9580 0.1417 7.0876
H 2.2069 -1.5860 7.3246
H 0.0838 -1.3620 6.1041
C -0.0650 -4.6511 2.2184
N -0.4206 -3.2462 2.3009
C -1.8383 -2.9776 2.1655
C 0.4732 -2.2460 2.0642
O 0.1116 -1.2359 1.3897
N 1.7037 -2.3287 2.5829
C 2.7134 -1.3686 2.1819
C 2.0915 -3.1915 3.6800
H -0.6463 -5.1120 1.4152
H -0.2896 -5.1774 3.1481
H 0.9874 -4.7655 1.9810
H -2.3559 -3.3076 3.0691
H -2.2649 -3.5159 1.3185
H -2.0000 -1.9126 2.0129
H 2.6018 -1.1338 1.1202
H 3.6966 -1.8056 2.3403
H 2.6411 -0.4386 2.7522
H 1.2324 -3.6843 4.1262
H 2.5728 -2.5828 4.4449
H 2.8082 -3.9462 3.3466
```

The gap between HOMO and LUMO (alpha / beta) comes out at 4.67 / 7.49 eV. Its charge is +2. As for the LUMO energy (alpha / beta): -8.22 / -5.40 eV. As for the multiplicity: 5. The calculation puts the highest occupied orbital energy (alpha / beta) at -12.8909 / -12.8984 eV.

***

Version ii
Formula: C27H48BrMnN8O6P2S
Source: OMol25
Level of theory: ωB97M-V with the def2-TZVPD basis set

```
94
C27H48BrMnN8O6P2S, DFT ωB97M-V with the def2-TZVPD basis set
Mn -0.8191 -0.1006 -0.2218
C 0.6717 0.3168 4.0955
N -0.1669 1.4732 3.7828
C -1.0132 1.9131 4.8876
P -0.3120 2.0673 2.2770
O -1.1671 1.3468 1.2762
O 1.2380 2.0341 1.7810
P 1.9851 1.3580 0.5297
O 1.0853 0.2909 -0.0293
N 3.3346 0.6983 1.1299
C 4.2107 1.4204 2.0522
C 3.9352 -0.4732 0.4832
N 2.3051 2.5611 -0.5036
C 1.2381 3.4851 -0.8857
C 3.6466 2.9671 -0.9097
N -0.7740 3.6068 2.4112
C -1.6782 4.2440 1.4547
C -0.0627 4.5299 3.2959
H 0.0572 -0.4987 4.4849
H 1.4102 0.5784 4.8560
H 1.1923 -0.0445 3.2133
H -1.6572 1.0971 5.2207
H -1.6417 2.7449 4.5803
H -0.3939 2.2285 5.7287
H 5.1093 1.7793 1.5456
H 4.5127 0.7503 2.8576
H 3.6892 2.2704 2.4879
H 3.2132 -0.9520 -0.1747
H 4.2459 -1.1851 1.2486
H 4.8129 -0.1894 -0.1032
H 0.2663 3.1077 -0.5659
H 1.2060 3.5955 -1.9705
H 1.4064 4.4683 -0.4387
H 4.3673 2.1838 -0.6921
H 3.9530 3.8874 -0.4075
H 3.6527 3.1413 -1.9865
H -2.1538 3.4899 0.8346
H -1.1317 4.9409 0.8154
H -2.4447 4.7986 1.9968
H 0.6083 3.9848 3.9564
H -0.7774 5.0842 3.9054
H 0.5236 5.2411 2.7109
Br 4.5478 -2.4525 -3.2985
C 3.0182 -1.3515 -3.2119
C 1.7973 -1.9087 -2.8593
C 0.6887 -1.0876 -2.7299
C 0.7958 0.2789 -2.9734
C 2.0071 0.8081 -3.3983
C 3.1278 -0.0007 -3.5022
C -0.3412 1.2248 -2.7468
O -0.6266 2.1043 -3.5218
O -1.0220 1.0973 -1.6055
H 1.7201 -2.9755 -2.7028
H -0.2724 -1.5347 -2.4827
H 2.0716 1.8611 -3.6409
H 4.0781 0.4103 -3.8150
N -4.0808 1.2066 -1.5909
C -3.4494 0.1295 -2.0309
S -2.8851 -1.0190 -0.8303
N -3.3171 -0.0615 -3.3301
C -2.6353 -1.1226 -4.0183
C -2.9015 -2.4533 -3.7300
C -2.2168 -3.4372 -4.4277
C -1.3107 -3.0935 -5.4227
C -1.0925 -1.7600 -5.7327
C -1.7526 -0.7647 -5.0281
H -4.1630 1.3471 -0.5985
H -4.3863 1.9449 -2.2075
H -3.6307 0.6911 -3.9320
H -3.6408 -2.7177 -2.9880
H -2.4184 -4.4785 -4.2153
H -0.7962 -3.8680 -5.9751
H -0.4048 -1.4884 -6.5220
H -1.5713 0.2800 -5.2490
C 0.2992 -3.8993 0.0677
N -0.7020 -3.8400 1.1255
C -1.4867 -5.0595 1.3136
C -1.0902 -2.6392 1.5781
O -0.6949 -1.5920 0.9687
N -1.8588 -2.5261 2.6740
C -2.4969 -1.2479 2.9686
C -1.8059 -3.4722 3.7870
H 0.8309 -4.8457 0.1489
H 1.0073 -3.0814 0.1686
H -0.1756 -3.8438 -0.9153
H -1.6390 -5.5182 0.3365
H -2.4611 -4.8261 1.7302
H -0.9747 -5.7750 1.9564
H -2.8310 -0.7648 2.0555
H -1.8200 -0.5726 3.4954
H -3.3663 -1.4439 3.5940
H -0.9792 -4.1641 3.6585
H -2.7367 -4.0295 3.8898
H -1.6393 -2.9088 4.7056
```

The gap between HOMO and LUMO (alpha / beta) comes out at 6.75 / 8.44 eV. Its charge is +2. As for the LUMO energy (alpha / beta): -6.67 / -4.99 eV. As for the multiplicity: 5. The calculation puts the highest occupied orbital energy (alpha / beta) at -13.4233 / -13.4308 eV.

***

Of them, version i has the lowest stability.

***

Version i
Formula: C4H12N2S
Source: OMol25
Level of theory: ωB97M-V with the def2-TZVPD basis set

```
19
C4H12N2S, DFT ωB97M-V with the def2-TZVPD basis set
N 1.8018 2.5098 -0.6954
C 0.5699 2.0966 -0.0836
N 0.3667 0.6531 -0.1154
C -1.0197 0.2239 -0.0065
C -1.2145 -1.1806 -0.5891
C -0.3681 -2.2574 0.1224
S -0.2859 -2.0572 1.9234
H 2.5889 2.5596 -0.0665
H 1.9567 1.9920 -1.5473
H 0.5072 2.4768 0.9341
H -0.2563 2.5947 -0.5898
H 0.8901 0.2531 0.6597
H -1.3860 0.2466 1.0243
H -1.6337 0.9008 -0.5857
H -2.2692 -1.4544 -0.5244
H -0.8058 -1.1629 -1.5944
H -0.7844 -3.2200 -0.1253
H 0.6508 -2.2346 -0.2659
H 0.6915 -2.9400 2.1255
```

The gap between HOMO and LUMO comes out at 9.63 eV. As for the LUMO energy: 0.84 eV. The calculation puts the highest occupied orbital energy at -8.7965 eV.

***

Version ii
Formula: C4H12N2S
Source: OMol25
Level of theory: ωB97M-V with the def2-TZVPD basis set

```
19
C4H12N2S, DFT ωB97M-V with the def2-TZVPD basis set
C -1.1813 -0.9456 0.9394
C -0.5232 0.0601 -0.0542
C -1.4812 0.2532 -1.2382
S -3.1416 0.9821 -0.8021
N 0.7906 -0.4220 -0.5216
C 1.8546 -0.2401 0.4757
N 2.7908 0.8378 0.2038
H -1.2904 -1.9040 0.4355
H -0.5350 -1.0760 1.8189
H -2.0737 -0.4238 1.2897
H -0.2892 0.9549 0.5318
H -1.0286 0.9727 -1.9172
H -1.7007 -0.7217 -1.6840
H -2.4959 2.0731 -0.2530
H 0.7159 -1.3972 -0.7743
H 1.3800 -0.0134 1.4391
H 2.3711 -1.1685 0.6908
H 3.4983 0.5061 -0.4364
H 2.3394 1.6721 -0.1439
```

The gap between HOMO and LUMO comes out at 9.82 eV. As for the LUMO energy: 0.93 eV. The calculation puts the highest occupied orbital energy at -8.8969 eV.

***

Version iii
Formula: C4H12N2S
Source: OMol25
Level of theory: ωB97M-V with the def2-TZVPD basis set

```
19
C4H12N2S, DFT ωB97M-V with the def2-TZVPD basis set
C -0.8601 -0.1092 2.2864
C -0.2236 0.2593 0.9732
C -0.9230 -0.6461 -0.2918
S -2.5849 -0.2555 -0.3672
N 1.0634 -0.0572 0.9358
C 1.8229 0.4408 -0.1742
N 2.2611 -0.6900 -1.0101
H -0.4173 0.4900 3.0760
H -1.9354 0.0564 2.2143
H -0.6576 -1.1569 2.4834
H -2.7453 1.2709 -3.9743
H -0.3963 -0.4472 -1.2122
H -0.8240 -1.6939 -0.0193
H -2.4832 1.1524 -3.2799
H -0.4603 1.2918 0.7250
H 1.2485 1.1205 -0.7978
H 2.6535 1.0438 0.2122
H 2.2550 -1.5307 -0.4354
H 3.2065 -0.5393 -1.3440
```

The gap between HOMO and LUMO comes out at 5.97 eV. As for the LUMO energy: -2.43 eV. The calculation puts the highest occupied orbital energy at -8.4011 eV.

***

Of them, version iii has the lowest stability.

***

Version i
Formula: C4H12N2S
Source: OMol25
Level of theory: ωB97M-V with the def2-TZVPD basis set

```
19
C4H12N2S, DFT ωB97M-V with the def2-TZVPD basis set
C -2.0641 -3.0727 0.2498
N -1.4737 -2.6098 1.2613
C -1.6227 -1.1984 1.5302
H -1.9951 -4.1307 0.0211
H -2.6744 -2.4298 -0.3944
H -2.0791 -1.0875 2.5125
H -2.2293 -0.6678 0.7765
H -0.6654 -0.6762 1.5063
N 1.6723 3.0273 -0.1764
C 1.4190 1.5832 -0.0908
C 1.2972 1.0146 -1.4881
S 1.0481 -0.8001 -1.4397
H 1.7977 3.4142 0.7465
H 2.5293 3.1889 -0.6858
H 0.4986 1.4184 0.4670
H 2.2018 1.0673 0.4754
H 0.4428 1.4690 -1.9834
H 2.1654 1.2140 -2.1110
H -0.2685 -0.7238 -1.1769
```

The gap between HOMO and LUMO comes out at 10.04 eV. As for the LUMO energy: 0.88 eV. The calculation puts the highest occupied orbital energy at -9.1589 eV.

***

Version ii
Formula: C4H12N2S
Source: OMol25
Level of theory: ωB97M-V with the def2-TZVPD basis set

```
19
C4H12N2S, DFT ωB97M-V with the def2-TZVPD basis set
N 0.1141 -2.0374 2.4243
C -0.4040 -1.0439 1.4897
C 0.4173 -1.1264 0.1217
N 0.7866 0.1002 -0.5390
C -0.2798 1.1202 -0.6161
C -0.1240 2.1633 -1.6831
S -0.1199 1.4168 -3.3484
H 0.2688 -1.7015 3.3592
H -0.3500 -2.9302 2.4033
H -1.4484 -1.2950 1.2679
H -0.1018 -0.0785 1.9235
H -0.2997 -1.6449 -0.5298
H 1.2853 -1.7774 0.1873
H 1.4968 0.5951 -0.0014
H -0.4489 1.6584 0.3219
H -1.2222 0.5308 -0.7220
H -0.9402 2.8802 -1.4881
H 0.7674 2.8117 -1.6269
H 0.6026 0.3587 -2.9440
```

The gap between HOMO and LUMO comes out at 9.43 eV. As for the LUMO energy: 0.92 eV. The calculation puts the highest occupied orbital energy at -8.5123 eV.

***

Of them, version i has the lowest stability.